# C36H81N10O10

A cluster of 10 separate species, C36H81N10O10 in total (the ωB97M-V functional and the def2-TZVPD basis, the Open Molecules 2025 dataset).

As for the total charge: -1. The calculation puts the energy above the lowest of the compared OMol25 structures with the same formula, charge and spin at 35.5 kcal per mole. For the LUMO energy, the calculation gives 1.59 eV.

The geometry in XYZ format:
```
137
Properties=species:S:1:pos:R:3:forces:R:3:lowdin_charge:R:1
C 1.00701 1.48033 1.59788 0.492 0.025 -0.340 -0.036
C 0.28446 1.44559 0.23139 0.695 -0.645 1.074 -0.490
C 1.40059 1.60001 -0.83232 -1.420 -0.389 -0.824 -0.136
C 2.24629 0.37203 -1.07103 0.446 -0.525 -0.054 -0.185
C 1.31158 -0.81149 -1.29238 0.860 -0.431 0.592 -0.161
C 0.22840 -1.02645 -0.22175 0.000 -0.778 -0.045 -0.494
N -0.51867 0.19295 0.04964 0.016 0.747 -1.748 -0.212
O -1.56509 0.04956 0.95465 0.196 -0.121 0.344 -0.270
C 0.92450 -1.66253 1.01055 0.085 -0.309 0.034 -0.044
C -0.61495 -2.17780 -0.83807 -1.139 0.734 0.345 -0.023
C -0.58844 2.69529 0.17173 1.039 -0.048 -0.359 -0.036
H 0.35918 1.19227 2.42463 -0.028 -0.090 -0.061 0.087
H 1.43399 2.47220 1.76854 -0.277 0.116 0.109 0.061
H 1.88321 0.83255 1.51894 -0.114 -0.132 0.442 0.048
H 1.89009 2.56190 -0.68022 0.368 -0.168 0.086 0.115
H 0.83412 1.66613 -1.77382 0.114 0.430 -0.073 0.099
H 2.99252 0.09884 -0.31605 -0.286 0.337 0.454 0.092
H 2.87011 0.45137 -1.96670 -0.097 0.318 -0.078 0.071
H 1.90290 -1.72901 -1.16482 0.210 0.015 -0.372 0.105
H 0.95459 -0.85025 -2.32286 -0.514 0.361 0.139 0.096
H 0.25972 -1.80304 1.86411 -0.139 0.671 -0.001 0.079
H 1.80476 -1.07067 1.26053 -0.030 -0.209 0.387 0.043
H 1.24291 -2.69191 0.79962 0.196 0.118 -0.336 0.073
H -1.17454 -2.73495 -0.08583 0.283 -0.076 0.133 0.054
H 0.03739 -2.83151 -1.41552 0.003 -0.205 0.135 0.054
H -1.40738 -1.81465 -1.50130 0.265 0.275 -0.131 0.068
H 0.11234 3.53873 0.15842 -0.060 0.093 0.380 0.080
H -1.16983 2.73255 1.08808 -0.582 0.137 -0.401 0.074
H -1.07662 2.78747 -0.79931 -0.742 -0.251 0.391 0.069
C -3.05676 -1.88080 -4.30030 -1.441 -0.592 -0.842 0.004
C -3.50746 -3.33631 -4.18568 -0.092 0.369 -0.475 -0.557
O -4.64053 -3.62725 -3.83301 0.175 -0.042 0.400 0.032
N -2.62381 -4.29779 -4.55725 -0.688 -0.472 0.241 0.017
C -2.91055 -5.67091 -4.10225 0.601 1.073 0.007 -0.067
H -2.62053 -1.72690 -5.28906 0.882 0.046 0.399 0.081
H -2.51783 -1.56034 -3.41484 0.361 0.144 -0.255 0.054
H -3.99611 -1.33192 -4.39258 0.074 0.175 0.505 0.084
H -1.70918 -4.06033 -4.91163 0.103 0.017 0.023 0.078
H -2.91262 -5.59986 -3.01272 0.178 -0.629 0.107 0.073
H -2.11368 -6.28918 -4.50736 -0.057 -0.286 0.277 0.074
H -3.88828 -6.05482 -4.37609 -0.028 0.240 -0.416 0.075
C 1.05102 -4.69410 -3.67741 0.313 -0.329 -0.214 0.001
C 0.94983 -3.51951 -4.60959 -0.816 -0.055 0.200 -0.553
O 0.18139 -3.55558 -5.56493 0.201 0.264 -0.112 0.020
N 1.66240 -2.43459 -4.26632 0.307 -0.117 -0.501 0.021
C 1.62721 -1.22243 -5.05276 0.085 0.982 0.353 -0.062
H 0.75071 -5.56291 -4.25968 0.054 -0.103 0.157 0.082
H 0.37424 -4.58886 -2.83037 0.001 0.118 0.011 0.072
H 2.07479 -4.82415 -3.32298 -0.077 -0.082 0.150 0.081
H 2.23776 -2.51489 -3.44807 0.097 0.273 0.010 0.119
H 2.19047 -0.42508 -4.56306 0.064 -0.267 0.324 0.068
H 0.61027 -0.83775 -5.11855 -0.106 -0.213 -0.247 0.086
H 2.07681 -1.28613 -6.04234 -0.208 -0.507 -0.095 0.089
C 4.41503 6.23467 6.15260 -0.896 1.080 -0.771 -0.010
C 3.52065 5.72505 5.01371 1.323 -0.107 0.373 -0.575
O 3.14746 6.49706 4.14980 -0.503 0.058 0.039 0.035
N 3.36277 4.39435 4.94510 -0.266 -0.239 -0.161 0.009
C 2.61548 3.78198 3.86417 -0.617 0.332 0.646 -0.089
H 5.34561 6.46557 5.63348 0.344 -0.270 0.484 0.080
H 4.49460 5.67720 7.07969 0.207 -0.420 -0.240 0.067
H 3.98931 7.21338 6.38800 0.087 -0.041 0.164 0.075
H 3.89585 3.78413 5.53751 0.018 0.097 0.144 0.126
H 2.37130 2.78178 4.21293 0.207 -0.193 -0.588 0.073
H 3.13717 3.83982 2.90936 0.045 -0.326 0.047 0.084
H 1.66945 4.32019 3.77511 0.073 0.007 -0.200 0.092
C 5.59411 0.47649 2.05335 0.243 1.035 0.561 -0.007
C 4.74899 0.36591 3.33169 1.003 0.341 -0.737 -0.560
O 4.64775 1.28380 4.12689 -0.236 -0.158 0.060 0.037
N 4.23184 -0.85958 3.49969 -0.461 -0.179 0.340 0.009
C 3.30407 -1.14620 4.57841 0.255 -0.016 0.431 -0.063
H 6.63549 0.24486 2.29144 -0.135 -0.623 -0.057 0.081
H 5.69112 1.53203 1.78830 -0.515 -0.033 -0.101 0.078
H 5.19448 -0.09275 1.21825 0.161 -0.133 -0.018 0.060
H 4.37164 -1.50919 2.75000 -0.221 -0.191 0.026 0.124
H 3.79665 -1.09637 5.55211 0.179 0.096 -0.087 0.082
H 2.92238 -2.15976 4.49137 -0.191 0.103 -0.273 0.084
H 2.50833 -0.40365 4.60370 -0.183 -0.161 -0.164 0.086
C -4.49873 0.94640 -0.62685 0.011 -0.794 -0.791 0.006
C -3.88695 1.56620 -1.87642 0.298 -0.489 0.915 -0.557
O -4.55565 2.26124 -2.63129 0.316 0.141 -0.068 0.008
N -2.59666 1.22249 -2.08680 0.161 0.844 -0.730 0.024
C -1.88791 1.68333 -3.26484 0.297 -0.772 -0.498 -0.078
H -4.57126 1.62497 0.21793 -0.481 0.238 -0.225 0.066
H -3.97093 0.07306 -0.23780 0.423 0.190 -0.210 0.053
H -5.42746 0.57151 -1.06440 -0.482 0.324 0.835 0.085
H -2.07377 0.64325 -1.43592 0.007 0.119 0.469 0.092
H -1.91115 0.86746 -3.99695 0.070 0.195 -0.286 0.063
H -0.83117 1.89205 -3.08648 -0.066 -0.090 0.434 0.055
H -2.29283 2.56972 -3.74558 -0.482 -0.026 0.352 0.080
C 7.42327 0.50959 -2.14392 0.007 -1.384 -0.435 -0.003
C 6.47071 0.97483 -3.21626 0.237 1.691 -0.448 -0.559
O 6.69741 0.84131 -4.40861 -0.153 -0.590 0.295 0.037
N 5.40305 1.68084 -2.75579 0.243 -0.894 -0.150 0.008
C 4.32662 2.15280 -3.59956 -0.469 1.158 1.087 -0.068
H 7.01880 0.48849 -1.13457 -0.067 0.184 0.006 0.061
H 8.40815 0.96785 -2.16244 -0.144 0.330 -0.176 0.084
H 7.57245 -0.52789 -2.47016 0.265 -0.004 0.444 0.089
H 5.48376 1.93860 -1.78890 -0.611 0.095 0.044 0.123
H 3.43305 1.52887 -3.63211 0.403 -0.637 -0.298 0.051
H 4.66913 2.44746 -4.58441 0.104 -0.180 -0.055 0.086
H 3.92481 3.02361 -3.07241 0.143 0.287 -0.342 0.089
C -4.77453 -1.98282 2.03601 -0.572 -0.532 -0.401 -0.007
C -4.92331 -0.76441 2.88997 0.023 1.060 -0.674 -0.571
O -5.98871 -0.38746 3.36312 -0.057 -0.445 0.437 0.014
N -3.80313 -0.02080 2.97621 0.389 0.536 0.352 0.015
C -3.64150 1.15905 3.81981 0.655 -0.147 -0.939 -0.070
H -5.43261 -2.77104 2.40162 0.326 -0.122 0.263 0.081
H -3.74021 -2.30164 1.94393 -0.025 -0.109 0.084 0.062
H -5.16425 -1.79154 1.03194 0.143 0.320 -0.003 0.082
H -2.98268 -0.15847 2.38229 -0.299 -0.510 -0.124 0.078
H -4.41919 1.91949 3.80429 -0.505 -0.478 -0.022 0.069
H -2.78509 1.62630 3.33017 0.248 0.283 0.595 0.072
H -3.39876 0.85911 4.83651 -0.052 0.219 0.175 0.077
C -3.79394 4.16951 1.46836 0.357 0.659 -1.075 0.004
C -2.95461 5.40708 1.75053 -0.336 -0.675 1.540 -0.556
O -2.59826 5.62132 2.90819 0.060 0.192 -0.493 0.018
N -2.63598 6.22863 0.74514 0.747 0.691 -0.851 0.003
C -1.81176 7.43427 0.84987 -0.941 -0.050 0.324 -0.063
H -3.23279 3.51195 0.79983 0.182 -0.309 0.456 0.056
H -4.67953 4.37617 0.86157 -0.202 0.247 0.386 0.086
H -4.02082 3.74553 2.43662 -0.114 -0.317 -0.161 0.064
H -2.89614 6.04669 -0.20913 -0.304 -0.520 0.189 0.134
H -1.47090 7.65295 1.85683 -0.022 -0.561 0.150 0.078
H -2.50245 8.24648 0.60602 0.581 0.334 -0.386 0.079
H -0.95279 7.34738 0.18915 -0.042 0.275 -0.118 0.078
C -2.72020 -4.80962 0.82223 -0.569 -0.072 -1.222 -0.015
C -3.62609 -5.84141 1.46417 1.047 -0.492 1.656 -0.543
O -4.34316 -5.58669 2.41320 -0.431 0.141 -0.294 0.048
N -3.40856 -7.12215 1.06113 0.719 -0.108 -0.812 -0.015
C -3.94361 -8.35852 1.60354 -0.064 0.850 0.431 -0.073
H -2.05479 -5.21704 0.05673 -0.056 -0.229 0.063 0.063
H -2.08747 -4.25697 1.50959 -0.400 0.009 0.364 0.083
H -3.39631 -4.14499 0.27817 0.245 0.395 0.209 0.087
H -2.74129 -7.21881 0.31710 -0.032 -0.076 -0.020 0.111
H -5.00398 -8.40185 1.35788 0.043 -0.619 -0.058 0.084
H -3.84553 -8.41431 2.68996 -0.070 0.348 0.022 0.082
H -3.31808 -9.16326 1.22734 -0.448 -0.188 -0.355 0.078
```
Positions in Å, forces in eV/Å.